No. 1
DFT (the ωB97M-V functional and the def2-TZVPD basis) results for the molecule C4H7ClO2 in a non-equilibrium geometry.

HOMO-LUMO gap: 9.60 eV
structure (SMILES): O[C@@H]1[C@H](O)[C@H]1CCl
relative energy (zero: lowest compared OMol25 entry of this formula, charge and spin): 288.2 kJ/mol

XYZ file:
```
14
Properties=species:S:1:pos:R:3:forces:R:3:mulliken_charge:R:1
C -0.4614 1.0008 -0.6141 3.6818 -0.3046 -0.2279 -0.0857
C -0.4200 -0.5829 -0.7696 -2.0997 1.2889 0.2605 0.0218
C 0.2027 0.0920 0.4831 -0.7368 -0.2767 -1.3751 -0.2778
C 1.6352 -0.2006 0.7220 0.2029 -2.7757 -0.0253 -0.7336
H -2.1026 0.7534 0.0305 -0.3150 1.3220 0.1524 0.4232
H 0.0594 1.7923 -1.2508 -0.1376 -1.8447 0.7170 0.3196
H 0.1177 -1.1524 -1.6398 -0.8130 1.3204 2.0617 0.2886
H -1.7285 -1.6493 0.5031 -0.3693 2.6220 -4.8186 0.3648
H -0.4686 0.1974 1.3960 1.0300 -0.6060 -1.1739 0.4268
H 2.0283 0.3435 1.5393 0.2799 0.1498 1.1374 0.3939
H 1.8324 -1.3686 0.7903 -0.5389 2.4128 0.4680 0.2447
O -1.5428 1.5786 -0.0622 -2.8521 -1.2783 -0.1193 -0.5642
O -1.7985 -1.0597 -0.5134 1.8363 -2.5458 4.2823 -0.6207
Cl 2.6467 0.2555 -0.6146 0.8313 0.5158 -1.3392 -0.2014
```
Forces are in eV/Å.

***

No. 2
DFT (the ωB97M-V functional and the def2-TZVPD basis) results for the molecule C4H7ClO2S2 in a non-equilibrium geometry.

HOMO-LUMO gap: 9.24 eV
structure (SMILES): O=S1(=O)CCC[C@@H]1SCl
relative energy (zero: lowest compared OMol25 entry of this formula, charge and spin): 30.0 kJ/mol

XYZ file:
```
16
Properties=species:S:1:pos:R:3:forces:R:3:mulliken_charge:R:1
C -1.5734 0.0875 0.0866 -1.6661 1.0075 -1.4073 -0.6989
C -0.5585 1.2027 -0.1180 -0.0983 0.4664 -0.4894 -0.8632
C -0.9039 -1.1728 -0.4068 -1.4212 0.3313 -1.3028 -0.5762
C 0.6861 0.7934 0.5616 3.0392 -1.0823 1.3623 -0.1582
O 1.2205 -1.8379 1.1200 -0.6895 0.5478 -0.2405 -0.6434
O 1.5585 -1.1857 -1.2465 -1.2566 0.6024 1.1884 -0.5649
S 2.2093 1.6011 -0.1498 -0.7940 0.1298 0.1810 0.0202
S 0.8052 -1.0180 -0.0002 1.9002 -0.8510 -0.2942 1.1337
Cl 3.6400 0.2267 0.2179 0.2296 0.2705 0.3123 -0.1292
H -1.9217 -0.0932 1.0762 0.2726 0.3991 1.2605 0.3633
H -2.5655 0.3874 -0.4225 1.6360 -0.8297 0.1819 0.3093
H -0.1209 1.1343 -1.1514 -1.4792 0.6961 0.1282 0.3438
H -1.0008 2.1744 0.1453 0.6131 -0.1449 -0.2540 0.3127
H -1.3970 -1.9789 0.1511 0.5987 -0.4840 -0.9583 0.3639
H -0.9077 -1.1194 -1.5465 -0.2014 -0.9501 1.5310 0.3286
H 0.8297 0.7983 1.6830 -0.6833 -0.1088 -1.1990 0.4585
```
Forces are in eV/Å.

***

No. 3
DFT (the ωB97M-V functional and the def2-TZVPD basis) results for a cluster of 2 separate species, C4H7ClOS in total in a non-equilibrium geometry.

HOMO-LUMO gap: 8.94 eV
structure (SMILES): C=CCl.C=CSO
relative energy (zero: lowest compared OMol25 entry of this formula, charge and spin): 253.3 kJ/mol

XYZ file:
```
14
Properties=species:S:1:pos:R:3:forces:R:3:mulliken_charge:R:1
C -0.9473 1.5855 -0.6913 1.7308 2.1055 0.5507 -0.8875
C -1.1362 0.6634 -1.5684 -1.2523 -1.3823 0.8236 -0.0875
C 2.2133 -1.3620 1.3972 -0.5481 0.5189 -0.6688 -0.7138
C 1.7538 -0.4735 0.5207 -3.0161 -1.0984 2.2690 0.1927
O -2.3866 -0.3219 0.5451 0.3366 -0.2302 -0.3067 -0.4562
S -1.9936 -0.7510 -1.0130 -0.3175 -1.0546 -0.8821 0.0441
Cl 2.6326 0.2330 -0.7132 0.4929 0.5992 -0.8086 -0.1690
H -0.1663 2.2910 -0.9174 -0.2550 0.7358 0.0669 0.2706
H -1.3318 1.5098 0.2855 -0.3016 0.2257 0.9412 0.4257
H -0.7037 0.7370 -2.5168 0.4586 -0.5920 -1.4009 0.3569
H 1.5541 -1.8368 2.1142 0.0350 0.2355 -0.0418 0.2571
H 3.2192 -1.6609 1.3478 1.2075 -0.4833 0.1425 0.2945
H -3.3433 -0.3616 0.5527 -0.3851 0.2145 0.2073 0.3230
H 0.6359 -0.2521 0.6569 1.8145 0.2055 -0.8922 0.1497
```
Forces are in eV/Å.

***

No. 4
DFT (the ωB97M-V functional and the def2-TZVPD basis) results for a structure of composition C4H7ClS in a non-equilibrium geometry.

HOMO-LUMO gap: 8.08 eV
relative energy (zero: lowest compared OMol25 entry of this formula, charge and spin): 626.2 kJ/mol

XYZ file:
```
13
Properties=species:S:1:pos:R:3:forces:R:3:mulliken_charge:R:1
C -1.1807 2.3410 0.0514 0.6774 3.9633 -0.4943 -0.8423
C -1.3820 0.9664 -0.3147 -5.3585 -3.7493 0.8424 -0.1705
C -0.5666 -0.0715 -0.1102 -2.5623 1.7538 -1.2196 0.6792
C 0.6669 0.0724 0.5297 4.1865 -2.9470 4.8864 -0.8548
H -1.7861 3.0865 -0.7912 2.0585 -1.9557 2.5338 0.2896
H 0.0795 2.4360 -0.0889 -3.6484 0.7477 0.8513 0.2190
H -1.7084 2.6859 1.2236 1.9853 -1.2305 -3.5850 0.2168
H -2.5981 0.4815 -0.3510 3.5064 2.0703 -0.3874 0.1473
H 0.5790 -1.1032 1.1891 1.0334 3.7222 -1.2066 0.2774
H 0.7769 0.9101 1.3086 -0.5618 -1.3261 -1.2109 0.3533
H 3.0318 1.7927 -0.3575 -1.4359 -3.5358 0.2954 0.0755
S 2.3642 -0.1426 -0.1631 0.4525 3.4619 -0.5207 -0.1685
Cl -1.2604 -1.6387 -0.0271 -0.3332 -0.9748 -0.7846 -0.2221
```
Forces are in eV/Å.

***

No. 5
DFT (the ωB97M-V functional and the def2-TZVPD basis) results for the molecule C4H7ClS in a non-equilibrium geometry.

HOMO-LUMO gap: 8.50 eV
structure (SMILES): C[C@H](Cl)CC=S
relative energy (zero: lowest compared OMol25 entry of this formula, charge and spin): 58.7 kJ/mol

XYZ file:
```
13
Properties=species:S:1:pos:R:3:forces:R:3:mulliken_charge:R:1
C -1.8947 1.5796 -0.0715 2.6976 0.9112 1.0610 -1.1857
C -1.0428 0.3873 -0.3385 1.0935 -0.0873 -0.2408 0.2703
C 0.2077 0.4456 0.5988 -1.9004 1.5241 0.4851 -0.5321
C 1.3278 -0.3766 0.2760 2.1578 -2.0212 -0.8226 -0.4143
H -1.0502 2.3069 -0.0922 -1.2720 0.5600 0.2542 0.2806
H -2.5807 1.8873 -0.7869 -1.3621 -0.0016 -1.4290 0.3965
H -2.3315 1.5398 0.9098 -0.1850 0.0996 0.4437 0.3013
H -0.7128 0.4090 -1.3753 0.0638 -0.1485 -0.0751 0.3494
H -0.1511 0.0616 1.5838 0.1605 0.7444 -0.3497 0.2632
H 0.4260 1.5143 0.5926 0.5834 -0.1981 0.5519 0.4094
H 1.0682 -1.4472 0.4218 0.4084 0.4154 -0.2857 0.2749
S 2.8542 0.0026 -0.1970 -1.4846 -0.0641 0.4298 -0.2149
Cl -1.8778 -1.0899 -0.0523 -0.9610 -1.7339 -0.0230 -0.1987
```
Forces are in eV/Å.

***

No. 6
DFT (the ωB97M-V functional and the def2-TZVPD basis) results for a cluster of 2 separate species, C4H7ClS in total in a non-equilibrium geometry.

HOMO-LUMO gap (alpha / beta): 9.00 / 6.78 eV
relative energy (zero: lowest compared OMol25 entry of this formula, charge and spin): 414.2 kJ/mol

XYZ file:
```
13
Properties=species:S:1:pos:R:3:forces:R:3:mulliken_charge:R:1
C 1.7378 0.1562 -0.6092 -0.0149 -1.3607 3.6206 -0.0896
C 2.5579 -0.8477 -0.6875 0.4443 0.2545 -1.5215 -0.0760
C 1.1336 0.3975 0.7855 -0.1144 1.1204 -1.3056 -1.3399
C -2.7153 -0.1468 -0.2922 -0.5207 3.4090 1.0982 -0.7053
S -1.5854 1.0896 -0.9414 0.1643 0.4018 -0.0033 -0.0867
Cl 3.3088 -1.8653 0.3595 0.2566 -0.5077 0.6203 -0.0990
H 1.3656 0.6703 -1.3969 -0.8128 1.4268 -2.5274 0.4414
H 1.9188 0.5244 1.4696 1.1115 -0.3406 1.2014 0.4667
H 0.4931 -0.4099 1.0340 -0.4876 -0.8576 0.5043 0.3435
H 0.5682 1.3144 0.9071 -0.2565 0.2228 -0.5299 0.3375
H -2.3405 -1.0407 -0.6003 0.4472 -2.8011 -0.5821 0.2654
H -3.6181 0.1736 -0.8422 -0.0697 -0.6397 0.4757 0.2977
H -2.8246 -0.0158 0.8141 -0.1472 -0.3279 -1.0507 0.2444
```
Forces are in eV/Å.

***

No. 7
DFT (the ωB97M-V functional and the def2-TZVPD basis) results for a structure of composition C4H7CoO3 in a non-equilibrium geometry.

2S+1: 6
HOMO-LUMO gap (alpha / beta): 7.65 / 9.87 eV
net charge: +1
relative energy (zero: lowest compared OMol25 entry of this formula, charge and spin): 0.0 kJ/mol
expectation value of S²: 8.758

XYZ file:
```
15
Properties=species:S:1:pos:R:3:forces:R:3:mulliken_charge:R:1
H -0.4990 2.1943 -1.6412 1.9592 0.5175 0.9218 0.1349
O 0.5875 0.4452 0.7831 -0.3227 1.0342 0.0200 -0.2483
C -0.0978 -0.6168 0.4428 1.6056 -1.1412 0.2139 1.0527
O -1.1446 -0.6108 -0.1973 -0.8158 -0.0362 -0.3738 -0.4754
O 0.5416 -1.6982 0.7948 -0.1916 1.1319 0.0449 -0.2770
C 0.0812 -2.9515 0.2788 -0.4673 -0.7900 -0.1763 -0.6062
H -0.9585 -3.1212 0.5811 0.2866 -0.0031 -0.0892 0.2950
H 0.1658 -2.9600 -0.8138 -0.0044 0.0214 0.2804 0.3223
H 0.7367 -3.7063 0.7200 -0.1832 0.2496 -0.1224 0.2186
C 0.0568 1.7342 0.4772 0.1468 -0.8573 1.7067 -0.3703
H -0.4897 2.1849 1.3080 0.0752 -0.1935 -0.2301 0.5391
C 0.7168 2.4638 -0.5149 -1.3232 0.1410 -1.4561 -0.6917
H 1.6903 2.0979 -0.8603 -0.6127 -0.0748 -0.3498 0.3249
H 0.6483 3.5505 -0.4151 -0.1776 -0.3065 -0.2945 0.3453
Co -2.0353 0.9939 -0.9431 0.0250 0.3070 -0.0954 0.4359
```
Forces are in eV/Å.

***

No. 8
DFT (the ωB97M-V functional and the def2-TZVPD basis) results for a structure of composition C4H7CuLiO2 in a non-equilibrium geometry.

2S+1: 3
HOMO-LUMO gap (alpha / beta): 6.47 / 6.80 eV
net charge: +1
relative energy (zero: lowest compared OMol25 entry of this formula, charge and spin): 215.8 kJ/mol
expectation value of S²: 2.007

XYZ file:
```
15
Properties=species:S:1:pos:R:3:forces:R:3:mulliken_charge:R:1
H 3.1244 0.9325 0.9694 0.0786 -0.0397 0.2822 0.1012
C 3.1078 1.5453 -2.8908 -1.3350 -0.7055 -0.1131 0.1430
C 2.2386 1.3237 -1.6997 -0.4897 -1.1256 -0.1548 -0.2181
C 1.6150 2.5806 -2.1508 0.2552 0.3199 -0.2871 -0.2803
C 2.0697 3.9389 -1.7313 0.4890 -0.3836 0.1275 -0.4026
O 3.1963 3.9520 -0.9553 -1.3863 0.8365 0.5589 -0.7437
O 4.2907 2.0038 -2.8091 1.9672 0.0990 -0.7484 -0.6717
Li 6.0688 2.0271 -3.5179 -0.6893 -0.1602 -0.0115 0.9076
Cu 4.8177 3.3636 -1.4755 0.4598 -0.2483 0.0654 0.5390
H 2.7570 1.1846 -3.8667 0.0999 0.2461 0.2406 0.4180
H 1.5710 0.4257 -1.7908 0.6761 0.8698 0.0154 0.3386
H 2.8156 1.3041 -0.7716 -0.2883 0.4286 -0.2081 -0.1577
H 0.7562 2.5266 -2.8237 0.2072 -0.0803 0.1829 0.4068
H 1.1908 4.3610 -1.1870 0.1355 0.0042 -0.1216 0.3231
H 2.1634 4.5643 -2.6469 -0.1799 -0.0610 0.1716 0.2967
```
Forces are in eV/Å.

***

No. 9
DFT (the ωB97M-V functional and the def2-TZVPD basis) results for a structure of composition C4H7DyO3 in a non-equilibrium geometry.

2S+1: 6
HOMO-LUMO gap (alpha / beta): 7.29 / 9.51 eV
net charge: +2
relative energy (zero: lowest compared OMol25 entry of this formula, charge and spin): 0.0 kJ/mol
expectation value of S²: 9.331

XYZ file:
```
15
Properties=species:S:1:pos:R:3:forces:R:3:mulliken_charge:R:1
O 3.3988 0.6387 0.0528 -0.6127 -0.1123 -0.1272 -0.3523
C 4.2197 -0.2607 0.0478 0.6823 -0.1933 0.3381 0.1029
H 5.2972 -0.0281 0.0492 -0.2287 -0.0620 -0.1109 0.2916
H 3.9110 -1.3200 0.0978 0.1488 0.1700 -0.1292 0.1803
O -0.9084 1.7924 0.0362 0.9857 -1.1818 0.3392 -0.6268
C -2.1824 1.3568 -0.0414 -0.4426 -0.2270 -1.4713 0.0311
C -2.5327 -0.0871 -0.0375 -1.9493 1.1648 1.0764 -0.0370
O -1.9278 -1.0913 0.4148 2.1249 -0.0550 -1.7649 -0.1055
C -0.4878 -1.2228 0.0274 -0.7180 -1.8599 1.1163 -0.9694
Dy 0.9595 0.7828 0.1277 -0.1762 1.0466 0.0995 1.4709
H -2.7284 1.6980 -0.9574 0.2116 0.2371 0.3077 0.3918
H -2.8439 1.7370 0.7779 -0.0806 -0.2899 -0.0647 0.3924
H -3.5853 -0.2938 -0.2810 0.0748 0.1019 0.3383 0.4065
H -0.4135 -1.6433 -0.9844 -0.3836 0.6577 -0.1805 0.4622
H -0.1761 -2.0586 0.6701 0.3635 0.6028 0.2331 0.3613
```
Forces are in eV/Å.

***

No. 10
DFT (the ωB97M-V functional and the def2-TZVPD basis) results for a structure of composition C4H7DyO4 in a non-equilibrium geometry.

2S+1: 6
HOMO-LUMO gap (alpha / beta): 8.80 / 6.28 eV
net charge: +2
relative energy (zero: lowest compared OMol25 entry of this formula, charge and spin): 500.4 kJ/mol
expectation value of S²: 9.784

XYZ file:
```
16
Properties=species:S:1:pos:R:3:forces:R:3:mulliken_charge:R:1
O 1.3938 -1.0182 1.1495 -0.3359 0.2426 1.0031 -0.4351
C 1.7678 0.1611 0.9510 -0.8391 -1.1798 -3.5799 1.2309
O 2.9711 0.5463 0.8037 0.4103 0.3413 0.9880 -0.8226
Dy 2.8703 1.9663 -0.8638 0.0628 -0.0564 0.5603 1.5261
O 0.9096 0.9772 0.2826 -1.6684 1.0799 0.6855 -0.7004
C 0.0867 -1.5342 -0.5815 -0.7788 0.8578 -1.8650 -0.7139
H 0.8254 -2.3499 -0.5605 0.4868 0.0534 1.6899 0.3639
H -0.6394 -2.2794 -0.9377 -0.8337 0.3185 -0.1779 0.3498
H 0.5921 -0.8900 -1.3107 -0.6142 0.0006 0.1023 0.3560
C -1.0531 0.7345 0.6022 -0.5343 1.9330 2.9818 0.1393
C -1.5129 -0.2517 -0.3391 2.1368 -1.4315 -1.0806 -0.4404
O -1.6655 1.9553 0.6388 2.3205 -2.0661 -0.4707 -0.3593
H -1.0334 0.3583 1.6313 0.7629 0.2191 -0.2656 0.3604
H -1.6609 0.1483 -1.3504 -0.0419 -0.7836 0.1326 0.3727
H -2.2644 -0.9121 0.1037 0.0671 0.1889 -0.2888 0.3780
H -1.5873 2.3882 -0.2193 -0.6010 0.2822 -0.4150 0.3946
```
Forces are in eV/Å.

***

No. 11
DFT (the ωB97M-V functional and the def2-TZVPD basis) results for a structure of composition C4H7F in a non-equilibrium geometry.

HOMO-LUMO gap: 11.22 eV
relative energy (zero: lowest compared OMol25 entry of this formula, charge and spin): 264.8 kJ/mol

XYZ file:
```
12
Properties=species:S:1:pos:R:3:forces:R:3:mulliken_charge:R:1
C 1.3971 -0.3258 -0.4180 4.1367 -4.7443 7.0977 -1.1287
C 0.5025 0.4035 0.6184 -2.3428 -0.2335 -7.1153 0.1368
C -0.9032 -0.2205 0.4204 2.9536 -1.6278 3.0687 -0.2461
C -1.8326 0.3349 -0.2391 -5.9716 -1.2681 -3.0881 -0.5438
H 1.2708 -1.4845 -0.2157 -0.3825 2.1376 -1.0768 0.2971
H 1.3055 -0.0160 -1.3529 -0.4595 1.1223 -4.0765 0.4132
H 2.6657 -0.4170 -0.0261 -3.6097 1.2013 -1.3495 0.2384
H 0.9804 0.2316 1.4775 1.2441 0.7720 3.9990 0.4008
H -1.1161 -1.1923 0.8935 0.7035 0.2025 -0.4795 0.2893
H -2.8886 -0.3940 -0.6482 3.3377 2.6286 1.6882 0.1580
H -1.7954 1.3533 -0.5306 -0.0438 0.6017 -0.7028 0.3307
F 0.4140 1.7268 0.0207 0.4343 -0.7923 2.0349 -0.3456
```
Forces are in eV/Å.

***

No. 12
DFT (the ωB97M-V functional and the def2-TZVPD basis) results for the molecule C4H7F in a non-equilibrium geometry.

HOMO-LUMO gap: 10.90 eV
structure (SMILES): C=C(F)CC
relative energy (zero: lowest compared OMol25 entry of this formula, charge and spin): 77.1 kJ/mol

XYZ file:
```
12
Properties=species:S:1:pos:R:3:forces:R:3:mulliken_charge:R:1
C 1.2851 1.4798 0.3789 2.6003 -0.0770 2.6612 -0.7830
C 0.4446 0.5269 0.7195 -2.6262 -1.2648 -2.1571 0.4129
C -0.6267 -1.4092 -0.6464 -1.7659 0.8685 -3.5242 -0.8804
C -0.8583 0.0320 -0.1534 3.7121 1.5122 1.4750 -0.4341
F 0.5629 -0.2530 1.8378 0.5176 0.6732 -0.6631 -0.2621
H 2.2001 1.5890 1.0375 -1.1760 -0.1898 -0.4491 0.2340
H 1.3236 2.2601 -0.3447 -0.8897 -0.2246 -0.9512 0.3160
H 0.2618 -1.5053 -1.3614 -0.9749 0.2690 1.3652 0.2818
H -1.5569 -1.6989 -1.3864 2.0822 0.3728 2.1770 0.2320
H -0.5481 -2.0334 0.2110 0.0274 -0.8871 0.3130 0.3158
H -1.5979 0.1770 0.6144 -1.0219 -0.3899 -0.2320 0.2790
H -0.8902 0.8350 -0.9069 -0.4848 -0.6624 -0.0146 0.2881
```
Forces are in eV/Å.

***

Please write out number 3 again, unchanged.
DFT (the ωB97M-V functional and the def2-TZVPD basis) results for a cluster of 2 separate species, C4H7ClOS in total in a non-equilibrium geometry.

HOMO-LUMO gap: 8.94 eV
structure (SMILES): C=CCl.C=CSO
relative energy (zero: lowest compared OMol25 entry of this formula, charge and spin): 253.3 kJ/mol

XYZ file:
```
14
Properties=species:S:1:pos:R:3:forces:R:3:mulliken_charge:R:1
C -0.9473 1.5855 -0.6913 1.7308 2.1055 0.5507 -0.8875
C -1.1362 0.6634 -1.5684 -1.2523 -1.3823 0.8236 -0.0875
C 2.2133 -1.3620 1.3972 -0.5481 0.5189 -0.6688 -0.7138
C 1.7538 -0.4735 0.5207 -3.0161 -1.0984 2.2690 0.1927
O -2.3866 -0.3219 0.5451 0.3366 -0.2302 -0.3067 -0.4562
S -1.9936 -0.7510 -1.0130 -0.3175 -1.0546 -0.8821 0.0441
Cl 2.6326 0.2330 -0.7132 0.4929 0.5992 -0.8086 -0.1690
H -0.1663 2.2910 -0.9174 -0.2550 0.7358 0.0669 0.2706
H -1.3318 1.5098 0.2855 -0.3016 0.2257 0.9412 0.4257
H -0.7037 0.7370 -2.5168 0.4586 -0.5920 -1.4009 0.3569
H 1.5541 -1.8368 2.1142 0.0350 0.2355 -0.0418 0.2571
H 3.2192 -1.6609 1.3478 1.2075 -0.4833 0.1425 0.2945
H -3.3433 -0.3616 0.5527 -0.3851 0.2145 0.2073 0.3230
H 0.6359 -0.2521 0.6569 1.8145 0.2055 -0.8922 0.1497
```
Forces are in eV/Å.

***

Look up the relative energy (zero: lowest compared OMol25 entry of this formula, charge and spin) of the second one. 30.0 kJ/mol